1.
106
Properties=species:S:1:pos:R:3:forces:R:3:mulliken_charge:R:1 method="wB97M-V/def2-TZVPD" e_lumo_ha=0.13239 gap_ev=6.516 total_energy_ev=-90234.32175 total_charge=-2 e_above_lowest_kcal_mol=32.30 homo_energy_ev=-2.91
Bi 0.331 0.321 -0.019 -0.6 0.1 -0.1 3.20
O 2.325 -1.228 0.302 -0.4 1.1 -0.4 -0.55
C 2.222 -2.237 1.192 0.8 0.3 -0.4 2.17
C 1.471 -3.434 0.560 0.2 -1.0 -0.1 -1.12
C 0.193 -3.163 -0.183 -1.7 -0.6 1.1 -0.05
C -1.083 -3.640 0.255 1.1 -0.4 0.2 -1.01
C -2.214 -3.451 -0.516 0.4 0.0 0.2 -1.03
C -2.035 -2.744 -1.680 0.1 1.2 -1.1 -0.74
C -0.787 -2.278 -2.061 0.9 0.0 -0.2 0.83
C -0.448 -1.472 -3.339 -0.5 -0.3 1.2 -2.24
C 0.736 -0.468 -3.175 0.6 -0.7 -1.5 1.97
O 0.514 0.410 -2.151 -0.2 0.2 0.4 -1.17
C 0.797 0.346 -4.525 0.9 0.5 1.1 0.00
C 1.110 -0.256 -5.738 -0.4 0.1 1.0 -0.50
C 1.404 0.513 -6.804 0.1 1.4 -2.6 -1.02
C 1.348 1.918 -6.740 0.2 -0.2 -0.5 -0.34
C 1.090 2.544 -5.549 0.0 -0.1 0.0 -1.08
C 0.880 1.729 -4.445 -0.6 0.5 1.3 0.06
C 2.119 -1.142 -3.091 -0.7 -1.7 0.0 0.40
C 3.142 -0.534 -2.402 1.3 -0.3 0.0 -0.08
C 4.348 -1.227 -2.133 -0.3 -1.0 0.2 -0.55
C 4.434 -2.588 -2.493 -0.2 0.8 -0.4 -0.46
C 3.450 -3.176 -3.289 -0.7 0.2 0.2 -0.94
C 2.277 -2.477 -3.566 1.3 1.0 0.4 -0.64
N 0.284 -2.515 -1.322 0.8 0.2 -0.1 0.44
C 3.688 -2.689 1.546 -1.0 -0.8 -0.3 -0.18
C 3.966 -3.879 2.206 1.3 0.7 0.4 -0.47
C 5.275 -4.058 2.683 -0.9 -0.8 0.1 -0.82
C 6.236 -3.115 2.476 0.8 0.0 0.3 -0.66
C 5.970 -2.005 1.708 0.8 -0.2 0.4 -1.06
C 4.735 -1.825 1.230 -2.5 0.8 -0.5 0.09
C 1.694 -1.769 2.553 -0.7 -0.2 -0.2 -0.04
C 0.809 -2.485 3.354 1.0 1.4 0.5 -0.49
C 0.562 -2.068 4.661 -1.0 -1.0 0.2 -0.90
C 1.120 -0.932 5.167 0.7 0.4 0.3 -0.61
C 1.902 -0.164 4.315 0.2 0.4 0.1 -0.85
C 2.153 -0.546 3.019 -0.3 -0.4 0.5 0.02
H 1.303 -4.256 1.289 0.2 0.4 -0.5 0.61
H 2.158 -3.782 -0.234 -0.1 -0.1 0.4 0.52
H -1.159 -4.256 1.151 0.1 0.3 0.0 0.37
H -3.185 -3.840 -0.211 0.2 0.2 -0.1 0.36
H -2.809 -2.388 -2.316 -1.1 -0.3 -0.3 0.54
H -1.247 -0.772 -3.456 -1.0 0.2 -0.6 0.95
H -0.408 -2.161 -4.201 0.1 0.6 0.2 0.50
H 1.182 -1.305 -5.801 0.0 -1.1 -0.1 0.43
H 1.635 0.084 -7.796 -0.1 0.0 0.7 0.31
H 1.547 2.551 -7.602 0.0 -0.4 -0.1 0.36
H 1.079 3.638 -5.518 0.0 -0.4 0.3 0.40
H 0.792 2.167 -3.441 -0.1 -0.2 -0.5 0.19
H 2.993 0.469 -2.030 0.1 0.1 0.1 0.60
H 5.170 -0.809 -1.516 -0.8 -0.1 -0.5 0.34
H 5.223 -3.247 -2.181 0.6 0.2 0.2 0.34
H 3.534 -4.222 -3.602 0.0 0.4 0.1 0.32
H 1.521 -2.981 -4.130 -0.5 -0.1 -0.1 0.28
H 3.240 -4.614 2.494 -0.5 -0.1 -0.1 0.37
H 5.517 -4.932 3.275 0.0 -0.1 0.0 0.38
H 7.176 -3.209 2.972 0.7 -0.2 0.1 0.39
H 6.656 -1.220 1.538 1.1 0.5 -0.1 0.46
H 4.461 -0.917 0.700 0.0 -0.2 0.0 0.27
H 0.355 -3.324 2.948 -0.8 -1.6 -0.4 0.52
H -0.094 -2.625 5.343 0.2 -0.1 -0.5 0.34
H 1.029 -0.725 6.228 -0.2 0.3 -0.2 0.39
H 2.377 0.747 4.618 0.0 0.4 0.5 0.41
H 2.715 0.100 2.392 0.5 0.2 -0.6 0.57
N -4.071 1.309 -1.111 0.0 -0.5 0.3 -0.11
C -2.756 1.122 -0.881 -0.6 3.2 -1.3 -0.06
O -2.296 0.132 -0.379 1.1 -1.5 0.4 -0.34
C -1.896 2.367 -1.314 0.5 -1.9 -0.4 -0.23
C -0.575 2.413 -0.585 -0.7 0.0 0.9 -2.08
H -4.749 0.650 -0.726 0.1 -0.3 0.0 0.29
H -4.398 2.214 -1.353 0.0 0.5 -0.3 0.24
H -2.418 3.280 -1.126 -0.8 0.5 0.0 0.09
H -1.703 2.320 -2.396 -0.3 -0.3 0.1 0.25
H -0.795 3.082 0.263 0.8 -0.3 0.2 0.53
H 0.162 2.858 -1.215 0.7 0.4 -0.3 0.91
S -4.000 3.887 4.487 0.2 -0.3 -0.2 -0.29
C -3.112 2.461 3.868 0.4 0.4 0.5 0.13
C -1.717 2.507 3.760 0.0 0.9 -0.3 -0.73
C -1.097 1.504 3.034 0.7 -0.3 -0.2 -0.16
N -1.759 0.523 2.380 0.7 1.0 0.8 0.04
C -3.061 0.495 2.549 -1.8 -1.1 -0.4 -0.18
C -3.801 1.391 3.360 0.6 -0.8 -0.6 -0.51
C -4.249 4.700 2.935 -1.0 0.3 0.3 0.55
C -4.681 6.041 2.985 0.9 -0.3 0.7 -0.61
C -4.883 6.706 1.811 -0.6 1.9 -0.6 -0.26
N -4.713 6.205 0.605 0.7 -1.3 -0.8 -0.63
C -4.307 4.927 0.566 -0.1 0.0 -0.9 -0.47
C -4.167 4.101 1.685 0.5 0.6 -1.0 0.49
H -1.173 3.419 4.082 -0.3 -0.9 -0.1 0.47
H 0.003 1.503 2.908 -0.7 0.0 0.1 0.24
H -3.604 -0.280 1.938 0.5 0.8 0.8 0.20
H -4.859 1.259 3.541 0.0 0.1 -0.3 0.47
H -4.662 6.625 3.904 -0.2 -0.4 0.0 0.32
H -5.153 7.787 1.754 0.1 -0.9 0.6 0.33
H -4.031 4.523 -0.454 -0.6 0.4 1.2 0.33
H -3.892 3.083 1.453 0.1 -0.1 0.5 0.00
N 1.121 5.788 3.255 -0.2 -0.2 0.1 -0.63
C 1.648 4.967 2.626 0.4 0.1 -0.4 0.49
N 2.428 4.186 1.905 0.4 1.0 0.4 -0.85
C 2.108 3.092 1.356 -0.9 -1.5 0.0 0.56
N 1.858 2.035 0.908 0.5 0.4 0.0 -0.82
N -5.721 -4.915 -1.641 -0.9 3.2 0.6 -0.68
C -6.014 -3.763 -1.501 1.0 -2.9 -0.7 0.60
N -6.374 -2.494 -1.528 0.1 -0.2 0.5 -0.73
C -5.896 -1.642 -0.659 0.5 1.4 0.9 0.60
N -5.526 -0.755 0.040 -1.0 -1.9 -1.0 -0.82

2.
7
Properties=species:S:1:pos:R:3:forces:R:3:mulliken_charge:R:1 method="wB97M-V/def2-TZVPD" e_lumo_ha="0.01785 / -0.15275" gap_ev="8.240 / 7.758" s2=2.011 total_energy_ev=-30548.81850 spin_multiplicity=3 e_above_lowest_kcal_mol=7.49 homo_energy_ev="-7.75 / -11.91"
C -1.110 0.783 1.509 -0.1 0.6 -0.5 0.08
O -1.247 1.649 0.798 0.0 -0.6 0.5 -0.06
O 1.038 2.507 -0.926 1.8 2.3 2.7 -0.33
O -0.588 1.209 -2.139 -3.8 -1.8 -1.3 -0.30
S 0.771 1.606 -2.006 1.8 0.4 -2.0 0.57
Cl 1.357 -0.799 -0.791 0.2 -0.9 0.6 -0.20
H 0.980 -0.401 0.372 0.1 0.0 -0.1 0.26

3.
15
Properties=species:S:1:pos:R:3:forces:R:3:mulliken_charge:R:1 method="wB97M-V/def2-TZVPD" e_lumo_ha="0.02593 / -0.02498" gap_ev="7.416 / 9.246" s2=2.007 total_energy_ev=-34489.78347 spin_multiplicity=3 e_above_lowest_kcal_mol=0.00 homo_energy_ev="-6.71 / -9.93"
C 1.619 1.205 -1.505 -3.8 -1.1 -0.1 -0.95
C 0.459 0.505 1.379 2.2 0.1 1.5 -0.77
C -2.071 -1.645 -0.266 1.0 -2.7 -1.4 -0.68
Si 1.401 -0.087 -0.128 -2.7 0.2 -1.1 0.28
S -3.321 -1.305 0.802 0.2 2.2 1.0 -0.15
Cl 3.058 -0.926 0.539 2.0 -0.6 0.6 -0.25
H 1.048 2.092 -1.198 0.4 0.0 0.0 0.30
H 2.623 1.372 -1.570 2.7 0.8 -0.7 0.33
H 1.124 0.854 -2.473 1.0 0.4 1.3 0.28
H 0.995 1.450 1.749 -0.9 -1.2 -0.2 0.32
H -0.575 0.642 1.320 -1.6 0.7 -0.7 0.20
H 0.490 -0.292 2.170 0.6 0.7 -0.6 0.28
H -2.161 -1.287 -1.263 0.2 1.1 -0.6 0.38
H -1.646 -2.694 -0.388 -0.7 1.3 1.0 0.33
H -3.042 0.117 0.833 -0.8 -1.9 0.0 0.11

4.
49
Properties=species:S:1:pos:R:3:forces:R:3:mulliken_charge:R:1 method="wB97M-V/def2-TZVPD" e_lumo_ha=0.00591 gap_ev=8.360 total_energy_ev=-29601.31809 e_above_lowest_kcal_mol=0.00 smiles=Cc1cnc(C)n2nc(CCc3ccc4cc(C(C)C)ccc4n3)nc12 homo_energy_ev=-8.20
N -2.748 -2.225 2.590 1.3 -0.4 -1.1 -0.73
N -4.939 0.665 0.587 1.1 -2.3 1.2 -0.59
N -2.272 -1.826 0.375 0.0 -0.2 -0.2 -1.23
N 1.818 -1.826 0.309 -1.3 -0.8 2.1 -0.54
C -3.574 -1.328 2.119 -1.2 1.3 0.1 0.57
C -4.016 -0.128 0.045 -1.1 1.4 0.3 0.88
C -1.955 -2.482 1.464 0.2 -0.8 0.6 0.27
C -5.244 0.425 1.948 1.8 -1.0 -0.6 -0.64
C -4.601 -0.521 2.755 -0.6 1.0 -1.5 0.84
C 0.910 -1.545 1.267 2.0 -0.7 -1.8 0.48
C 3.965 -0.208 -2.186 -1.3 -0.9 1.7 -0.98
C 0.436 -0.244 1.437 0.6 1.5 -0.6 -0.18
C 3.555 1.128 -2.098 -1.6 1.0 1.4 0.53
C 3.339 -1.180 -1.344 2.4 0.5 -2.5 -0.33
C 0.935 0.777 0.647 -0.4 -0.6 0.5 -1.04
C 2.532 1.450 -1.144 1.6 -0.3 -1.6 -0.10
C 2.354 -0.842 -0.442 -0.7 -0.4 0.5 0.01
C 1.950 0.483 -0.316 -0.7 1.3 0.1 0.48
N -3.318 -1.097 0.783 -1.8 2.0 -0.3 0.75
C -3.742 0.061 -1.424 0.4 0.0 -0.1 -1.05
C -4.890 -0.655 4.218 1.0 -0.1 -0.4 -1.31
C 3.263 2.713 -4.083 0.0 -1.2 0.2 -1.50
C 4.665 3.448 -2.129 -0.1 -0.8 0.3 -1.44
C -0.752 -3.392 1.469 -0.4 -0.6 1.0 -0.74
C 0.435 -2.674 2.135 0.8 -0.6 -0.7 -1.27
C 4.180 2.221 -2.973 0.2 0.5 1.1 0.31
H -5.983 1.104 2.344 -0.1 -0.1 0.2 0.40
H 4.780 -0.425 -2.862 0.0 -0.5 0.0 0.37
H -0.258 -0.026 2.222 -0.4 0.1 0.2 0.49
H 3.664 -2.222 -1.410 -0.2 0.3 0.1 0.43
H 0.524 1.784 0.802 0.5 -0.3 -0.3 0.39
H 2.209 2.471 -1.048 -0.1 0.3 0.0 0.31
H -3.827 -0.928 -1.887 0.0 0.3 -0.3 0.31
H -4.402 0.827 -1.912 0.3 -1.0 0.9 0.31
H -2.711 0.403 -1.585 -0.1 -0.2 0.1 0.26
H -3.928 -0.507 4.744 -0.6 -0.3 0.1 0.30
H -5.293 -1.642 4.415 0.1 -0.1 0.3 0.31
H -5.582 0.104 4.537 -0.3 0.2 0.1 0.37
H 2.828 1.864 -4.613 -0.1 0.1 0.0 0.36
H 2.487 3.350 -3.722 -0.7 0.3 0.5 0.32
H 3.809 3.285 -4.785 0.7 0.6 -0.8 0.47
H 5.122 4.183 -2.787 0.1 0.1 -0.1 0.45
H 3.800 3.942 -1.655 0.4 -0.2 0.0 0.29
H 5.419 3.151 -1.356 -0.7 0.2 -0.6 0.32
H -0.996 -4.282 2.085 0.0 0.4 -0.3 0.40
H -0.471 -3.754 0.469 -0.3 0.4 0.2 0.40
H 1.280 -3.368 2.316 -0.5 0.2 -0.4 0.41
H 0.174 -2.304 3.106 -0.5 0.3 0.5 0.50
H 5.071 1.793 -3.429 0.1 -0.2 -0.1 0.40

5.
17
Properties=species:S:1:pos:R:3:forces:R:3:mulliken_charge:R:1 method="wB97M-V/def2-TZVPD" e_lumo_ha="-0.03773 / -0.03858" gap_ev="6.666 / 7.227" total_energy_ev=-16222.14843 e_above_lowest_kcal_mol=9.43 homo_energy_ev="-7.69 / -8.28"
C 0.932 1.095 -0.434 2.0 0.4 -1.4 -0.32
C 0.346 0.380 -1.457 -1.0 0.1 0.5 -0.51
C 0.673 1.024 0.861 -0.8 -0.7 1.6 -0.74
C -0.724 -0.356 -1.109 -0.9 -2.9 -1.7 -0.63
C -0.370 0.172 1.203 -0.4 0.8 2.8 0.63
C -0.996 -0.657 0.273 -0.2 2.0 -1.1 0.54
C -0.958 0.432 2.540 4.0 0.3 0.5 0.25
C -2.294 0.591 2.695 -0.5 0.3 1.3 0.20
C -1.994 -1.481 0.671 -0.3 -1.2 1.2 -0.32
O -0.334 0.837 3.616 -1.3 -1.1 -2.2 -0.62
O -3.186 1.051 3.230 -1.8 0.1 -0.2 -0.27
F -2.578 -2.186 -0.280 -1.0 -0.6 -0.4 -0.25
H 1.722 1.692 -0.708 1.8 1.6 -0.7 0.42
H 0.690 0.480 -2.462 0.0 0.1 -0.5 0.42
H 1.199 1.604 1.610 -0.2 0.0 -0.1 0.42
H -1.252 -0.917 -1.937 0.4 0.6 1.3 0.29
H -2.215 -1.807 1.705 0.2 0.1 -0.9 0.48